Entry 1:
Entry from OMol25: a structure of composition C42H55BFMoN8O3S3 in a non-equilibrium geometry (wB97M-V/def2-TZVPD).

Multiplicity: 3
ΔE to the lowest compared entry with this formula, charge and spin: 166.3 kJ/mol
Charge: +1
E_LUMO (spin up / spin down): -3.8 / -3.0 eV
Kohn-Sham gap (spin up / spin down): 5.313 / 6.092 eV

Last column: Löwdin charge in e.
CARTESIAN COORDINATES (ANGSTROEM)
Mo1 0.154 -0.357 -0.407  1.323
C1 -6.152 2.739 2.286  -0.065
C2 -5.717 1.284 2.126  -0.547
C3 -5.666 0.893 0.654  -0.034
C4 -6.748 0.422 2.860  -0.054
N1 -4.361 1.034 2.720  0.005
C5 -4.087 -0.068 3.521  -0.040
C6 -2.785 -0.030 3.821  -0.084
N2 -2.215 1.047 3.154  0.038
B1 -0.758 1.410 3.527  -0.548
N3 -0.056 2.504 2.670  0.051
C7 -0.276 3.826 2.998  -0.090
C8 0.583 4.576 2.293  -0.032
N4 1.332 3.718 1.497  0.018
C9 0.941 2.455 1.777  -0.580
S1 1.631 0.999 1.139  0.718
C10 2.505 4.257 0.722  -0.516
C11 3.111 3.244 -0.241  -0.074
C12 3.563 4.682 1.741  -0.018
C13 2.021 5.455 -0.098  -0.018
N5 0.124 0.105 3.684  0.017
C14 0.943 0.032 4.789  -0.027
C15 1.465 -1.207 4.843  -0.012
N6 0.955 -1.914 3.766  0.028
C16 0.176 -1.075 3.053  -0.606
S2 -0.693 -1.416 1.572  0.722
C17 1.290 -3.363 3.524  -0.521
C18 1.640 -4.030 4.861  -0.038
C19 0.084 -4.100 2.952  -0.059
C20 2.486 -3.413 2.585  -0.013
C21 -3.195 1.709 2.468  -0.683
S3 -3.013 3.130 1.560  0.664
H1 -7.176 2.819 1.919  0.089
H2 -5.521 3.422 1.729  0.011
H3 -6.139 3.035 3.337  0.095
H4 -6.669 0.929 0.224  0.094
H5 -5.280 -0.122 0.541  0.083
H6 -5.025 1.579 0.099  0.062
H7 -7.736 0.706 2.502  0.091
H8 -6.717 0.592 3.937  0.094
H9 -6.628 -0.643 2.659  0.083
H10 -4.839 -0.750 3.860  0.112
H11 -2.210 -0.677 4.460  0.123
H12 -0.772 1.842 4.653  0.126
H13 -1.044 4.115 3.691  0.123
H14 0.708 5.641 2.275  0.125
H15 3.606 2.423 0.274  0.048
H16 3.856 3.776 -0.833  0.102
H17 2.364 2.833 -0.919  0.038
H18 3.878 3.828 2.343  0.094
H19 3.190 5.459 2.410  0.086
H20 4.435 5.074 1.216  0.096
H21 1.225 5.156 -0.781  0.040
H22 2.857 5.831 -0.687  0.102
H23 1.663 6.278 0.518  0.085
H24 1.062 0.866 5.456  0.131
H25 2.129 -1.640 5.563  0.123
H26 0.884 -3.828 5.621  0.098
H27 2.618 -3.732 5.238  0.083
H28 1.675 -5.106 4.701  0.095
H29 -0.765 -4.037 3.636  0.102
H30 0.357 -5.149 2.841  0.097
H31 -0.232 -3.723 1.980  -0.005
H32 3.370 -2.994 3.072  0.099
H33 2.300 -2.837 1.680  0.052
H34 2.702 -4.449 2.317  0.097
O1 2.352 1.126 -3.529  0.131
C22 1.501 1.338 -2.711  -0.522
O2 1.085 0.416 -1.843  -0.320
C23 0.825 2.674 -2.542  -0.231
C24 1.037 3.662 -3.488  0.022
C25 0.401 4.881 -3.306  -0.035
C26 -0.393 5.058 -2.186  -0.062
C27 -0.524 4.009 -1.283  -0.142
N7 0.067 2.831 -1.461  0.123
H35 1.676 3.460 -4.337  0.127
H36 0.529 5.679 -4.026  0.118
H37 -0.904 5.994 -2.004  0.121
H38 -1.129 4.108 -0.388  0.075
O3 2.586 -1.699 -0.142  -0.174
C28 2.896 -2.633 -1.200  -0.205
C29 2.166 -3.941 -0.940  -0.146
C30 0.645 -3.794 -0.723  -0.150
C31 -0.021 -3.230 -1.943  -0.252
C32 -0.321 -4.069 -3.009  -0.001
C33 -0.767 -3.545 -4.205  -0.019
C34 -0.886 -2.169 -4.320  -0.022
C35 -0.611 -1.396 -3.218  -0.121
N8 -0.220 -1.899 -2.031  0.009
H39 3.226 -0.970 -0.191  0.085
H40 3.971 -2.814 -1.215  0.129
H41 2.621 -2.192 -2.159  0.119
H42 2.591 -4.418 -0.056  0.102
H43 2.365 -4.601 -1.788  0.125
H44 0.471 -3.145 0.130  0.007
H45 0.213 -4.766 -0.481  0.129
H46 -0.176 -5.134 -2.886  0.126
H47 -1.011 -4.195 -5.035  0.122
H48 -1.200 -1.696 -5.239  0.123
H49 -0.718 -0.326 -3.275  0.103
F1 -5.026 -1.210 -5.085  0.065
C36 -4.296 -0.863 -4.008  -0.286
C37 -4.153 -1.771 -2.976  0.000
C38 -3.388 -1.407 -1.881  -0.057
C39 -2.766 -0.159 -1.801  -0.332
C40 -1.954 0.203 -0.597  -0.254
C41 -2.966 0.737 -2.850  -0.046
C42 -3.723 0.391 -3.963  0.006
H50 -4.638 -2.736 -3.040  0.124
H51 -3.260 -2.110 -1.064  0.121
H52 -2.451 -0.216 0.273  0.000
H53 -1.921 1.286 -0.443  0.025
H54 -2.518 1.721 -2.797  0.115
H55 -3.881 1.082 -4.781  0.124

***

Entry 2:
Entry from OMol25: a structure of composition C42H55GeN5OY in a non-equilibrium geometry (wB97M-V/def2-TZVPD).

Multiplicity: 2
ΔE to the lowest compared entry with this formula, charge and spin: 131.1 kJ/mol
Charge: +2
E_LUMO (spin up / spin down): -4.8 / -7.6 eV
Kohn-Sham gap (spin up / spin down): 7.950 / 5.174 eV

Last column: Löwdin charge in e.
CARTESIAN COORDINATES (ANGSTROEM)
Y1 0.478 0.152 -0.035  1.364
C1 -2.325 -2.479 -0.282  -0.151
C2 -2.712 -1.449 0.773  -0.187
N1 -1.993 -0.167 0.609  -0.127
C3 -2.195 0.731 1.768  -0.186
C4 -1.334 0.291 2.944  -0.188
N2 0.089 0.221 2.559  -0.110
C5 0.848 -0.644 3.488  -0.193
C6 2.339 -0.747 3.166  -0.155
C7 2.690 -1.807 2.126  -0.187
N3 2.523 -1.338 0.732  -0.124
C8 2.637 -2.436 -0.247  -0.189
C9 1.393 -3.310 -0.216  -0.188
N4 0.174 -2.514 -0.464  -0.113
C10 -1.025 -3.224 0.022  -0.195
H1 -2.264 -1.991 -1.262  0.098
H2 -3.130 -3.212 -0.345  0.128
H3 -2.488 -1.854 1.759  0.115
H4 -3.790 -1.266 0.736  0.134
H5 -2.426 0.289 -0.194  0.089
H6 -3.243 0.743 2.081  0.134
H7 -1.914 1.743 1.464  0.113
H8 -1.643 -0.699 3.279  0.113
H9 -1.495 0.976 3.781  0.138
H10 0.479 1.157 2.659  0.092
H11 0.403 -1.642 3.453  0.120
H12 0.729 -0.273 4.511  0.130
H13 2.853 -1.013 4.090  0.127
H14 2.731 0.223 2.851  0.094
H15 2.052 -2.676 2.284  0.110
H16 3.722 -2.135 2.277  0.133
H17 3.292 -0.695 0.566  0.109
H18 3.514 -3.063 -0.054  0.135
H19 2.754 -1.997 -1.243  0.109
H20 1.303 -3.781 0.762  0.111
H21 1.498 -4.112 -0.952  0.136
H22 0.078 -2.484 -1.476  0.027
H23 -0.924 -3.361 1.101  0.122
H24 -1.069 -4.222 -0.427  0.131
C11 1.965 1.679 0.572  -0.187
C12 2.516 2.493 1.298  -0.125
C13 3.163 3.434 2.164  -0.265
C14 2.930 3.366 3.542  -0.046
C15 3.545 4.263 4.398  -0.068
C16 4.397 5.234 3.891  -0.064
C17 4.629 5.309 2.525  -0.064
C18 4.016 4.416 1.661  -0.034
H25 2.268 2.606 3.941  0.100
H26 3.356 4.204 5.462  0.111
H27 4.884 5.927 4.564  0.113
H28 5.287 6.071 2.129  0.112
H29 4.197 4.465 0.596  0.114
C19 -4.324 0.723 -4.586  -0.056
C20 -3.979 1.295 -3.370  -0.067
C21 -2.710 1.095 -2.844  -0.134
C22 -1.772 0.327 -3.534  -0.304
C23 -2.126 -0.238 -4.761  -0.116
C24 -3.395 -0.035 -5.284  -0.053
Ge1 0.063 -0.054 -2.886  1.043
C25 0.499 -1.860 -3.587  -0.341
C26 -0.472 -2.861 -3.687  -0.140
C27 -0.156 -4.097 -4.229  -0.054
C28 1.140 -4.353 -4.664  -0.050
C29 2.114 -3.369 -4.562  -0.054
C30 1.799 -2.133 -4.016  -0.105
C31 1.437 1.126 -3.693  -0.358
C32 1.260 1.536 -5.014  -0.108
C33 2.230 2.310 -5.634  -0.060
C34 3.374 2.679 -4.941  -0.057
C35 3.555 2.273 -3.626  -0.057
C36 2.586 1.501 -3.001  -0.125
H30 -5.316 0.872 -4.992  0.116
H31 -4.697 1.904 -2.836  0.111
H32 -2.435 1.576 -1.914  0.063
H33 -1.407 -0.832 -5.313  0.102
H34 -3.658 -0.476 -6.237  0.117
H35 -1.495 -2.664 -3.380  0.100
H36 -0.921 -4.857 -4.322  0.116
H37 1.388 -5.317 -5.088  0.117
H38 3.119 -3.562 -4.913  0.116
H39 2.562 -1.364 -3.954  0.101
H40 0.371 1.241 -5.562  0.106
H41 2.093 2.623 -6.662  0.116
H42 4.127 3.284 -5.429  0.116
H43 4.450 2.558 -3.088  0.114
H44 2.728 1.208 -1.965  0.061
O1 -0.551 2.329 -0.961  -0.155
C37 -0.516 3.498 -1.424  -0.445
C38 -0.819 4.666 -0.521  -0.070
C39 -1.724 5.786 -1.094  -0.167
C40 -2.504 5.386 -2.352  -0.186
C41 -1.643 5.492 -3.617  -0.161
C42 -0.214 5.012 -3.359  -0.141
N5 -0.205 3.717 -2.690  0.136
H45 0.146 5.079 -0.211  0.137
H46 -1.274 4.241 0.372  0.114
H47 -1.128 6.671 -1.322  0.115
H48 -2.422 6.080 -0.313  0.115
H49 -3.375 6.032 -2.460  0.118
H50 -2.881 4.364 -2.241  0.102
H51 -1.600 6.528 -3.957  0.123
H52 -2.090 4.898 -4.416  0.115
H53 0.331 5.731 -2.747  0.126
H54 0.334 4.904 -4.293  0.127
H55 -0.018 2.903 -3.255  0.105

***

Entry 3:
Entry from OMol25: a structure of composition C42H56AgO2P2S2 in a non-equilibrium geometry (wB97M-V/def2-TZVPD).

Multiplicity: 1
Charge: -1
E_LUMO: 2.3 eV
Kohn-Sham gap: 6.770 eV

Last column: Löwdin charge in e.
CARTESIAN COORDINATES (ANGSTROEM)
Ag1 -0.129 0.046 -1.310  0.528
C1 1.666 3.737 1.375  -0.127
C2 1.977 2.424 2.125  -0.352
C3 2.526 2.783 3.523  -0.067
C4 0.784 1.485 2.182  -0.212
C5 -0.498 2.005 2.094  0.033
C6 -1.624 1.176 2.210  -0.124
C7 -3.007 1.823 2.363  -0.367
C8 -3.125 3.177 1.708  -0.095
C9 -3.369 1.942 3.863  -0.056
C10 -1.440 -0.212 2.288  -0.116
C11 -0.171 -0.706 2.510  -0.125
C12 0.941 0.186 2.529  -0.008
C13 0.089 -2.142 2.979  -0.337
C14 1.332 -2.793 2.346  -0.067
C15 0.206 -2.230 4.524  -0.040
C16 -2.655 -1.148 2.149  -0.171
C17 -3.344 -1.482 3.303  -0.030
C18 -4.477 -2.313 3.243  -0.062
C19 -4.882 -2.843 2.021  -0.064
C20 -4.089 -2.580 0.874  -0.112
C21 -3.056 -1.614 0.880  -0.274
P1 -2.333 -1.281 -0.793  1.157
C22 -1.624 -2.860 -1.549  -0.665
C23 -2.270 -4.159 -0.965  -0.094
C24 -1.766 -2.866 -3.055  -0.115
C25 -0.093 -3.003 -1.240  -0.120
C26 -3.756 -0.545 -1.912  -0.646
C27 -4.337 0.629 -1.089  -0.090
C28 -4.901 -1.539 -2.228  -0.113
C29 -3.313 -0.058 -3.291  -0.099
H1 2.663 4.294 1.217  0.096
H2 0.996 4.494 1.806  0.068
H3 1.305 3.497 0.382  0.006
H4 2.774 1.953 1.449  0.133
H5 2.105 3.650 3.972  0.056
H6 3.609 2.938 3.446  0.075
H7 2.366 1.980 4.249  0.068
H8 -0.647 3.086 1.974  0.108
H9 -3.713 1.148 1.808  0.122
H10 -2.573 3.950 2.328  0.090
H11 -4.187 3.504 1.684  0.081
H12 -2.754 3.157 0.648  0.083
H13 -2.835 2.789 4.298  0.075
H14 -3.136 1.071 4.508  0.070
H15 -4.394 2.210 4.024  0.062
H16 1.911 -0.215 2.741  0.115
H17 -0.681 -2.760 2.637  0.100
H18 2.273 -2.450 2.665  0.055
H19 1.256 -2.868 1.236  0.065
H20 1.357 -3.830 2.663  0.071
H21 1.121 -1.781 4.865  0.075
H22 0.290 -3.260 4.815  0.066
H23 -0.649 -1.827 5.005  0.055
H24 -2.940 -1.093 4.218  0.099
H25 -5.025 -2.596 4.101  0.085
H26 -5.807 -3.397 1.878  0.099
H27 -4.284 -3.083 -0.047  0.055
H28 -3.310 -4.254 -1.407  0.091
H29 -2.267 -4.143 0.100  0.056
H30 -1.691 -4.956 -1.438  0.077
H31 -2.755 -2.836 -3.395  0.029
H32 -1.321 -3.747 -3.548  0.101
H33 -1.263 -2.007 -3.472  0.075
H34 0.109 -3.074 -0.194  0.039
H35 0.492 -2.188 -1.612  -0.012
H36 0.281 -3.891 -1.701  0.076
H37 -4.613 0.276 -0.070  0.072
H38 -5.170 1.035 -1.644  0.077
H39 -3.564 1.415 -1.009  0.068
H40 -5.399 -1.832 -1.306  0.056
H41 -4.677 -2.432 -2.880  0.082
H42 -5.647 -1.013 -2.861  0.080
H43 -2.542 0.763 -3.209  0.068
H44 -4.165 0.418 -3.810  0.090
H45 -2.923 -0.874 -3.908  0.058
S1 2.686 3.157 -1.951  0.229
P2 3.368 1.256 -1.846  0.113
S2 2.455 -0.217 -0.779  0.248
C30 3.759 0.895 -3.548  -0.419
C31 5.132 0.800 -3.873  -0.068
C32 5.418 0.098 -5.023  -0.107
C33 4.421 -0.268 -5.940  -0.081
C34 3.068 0.022 -5.601  -0.065
C35 2.748 0.682 -4.414  -0.110
C36 4.949 1.450 -0.965  -0.425
C37 5.524 0.291 -0.381  -0.141
C38 6.716 0.396 0.237  -0.109
C39 7.475 1.591 0.223  -0.106
C40 6.905 2.695 -0.310  -0.114
C41 5.627 2.652 -0.898  -0.128
H46 5.938 1.213 -3.226  0.116
H47 6.428 -0.053 -5.336  0.085
H48 4.634 -0.765 -6.827  0.064
H49 2.277 -0.305 -6.274  0.097
H50 1.708 0.852 -4.170  0.087
H51 4.967 -0.627 -0.236  0.052
H52 7.041 -0.466 0.789  0.092
H53 8.456 1.613 0.738  0.104
H54 7.373 3.706 -0.365  0.110
H55 5.176 3.577 -1.284  0.058
O1 -0.445 1.554 -3.260  -0.128
C42 -0.845 2.366 -2.444  -0.664
O2 -1.152 2.141 -1.232  -0.192
H56 -1.047 3.433 -2.671  0.117

***

Entry 4:
Entry from OMol25: a structure of composition C42H56BBrF2GeN11OS2SeTb in a non-equilibrium geometry (wB97M-V/def2-TZVPD).

Multiplicity: 7
Charge: -2
E_LUMO (spin up / spin down): 3.5 / 3.5 eV
Kohn-Sham gap (spin up / spin down): 6.006 / 6.003 eV

Last column: Löwdin charge in e.
CARTESIAN COORDINATES (ANGSTROEM)
Tb1 0.670 -0.353 -0.865  0.790
S1 1.836 -2.819 -0.386  0.503
C1 0.656 -3.986 -0.858  -0.722
C2 0.588 -5.193 -0.175  -0.088
C3 -0.214 -6.240 -0.574  -0.206
C4 -0.158 -7.558 -0.042  -0.221
N1 -0.120 -8.647 0.330  0.141
C5 -1.092 -6.011 -1.686  -0.204
C6 -1.096 -4.784 -2.297  -0.094
C7 -0.323 -3.748 -1.850  -0.690
S2 -0.359 -2.222 -2.707  0.523
C8 -1.924 -7.070 -2.159  -0.206
N2 -2.632 -7.833 -2.656  0.131
H1 1.305 -5.367 0.616  0.097
H2 -1.787 -4.694 -3.129  0.114
C9 -2.552 4.842 -1.786  -0.078
N3 -1.698 4.062 -2.706  -0.104
C10 -2.319 3.997 -4.049  -0.152
C11 -2.740 2.577 -4.216  -0.170
N4 -2.446 1.895 -2.981  -0.094
C12 -2.474 0.476 -2.968  -0.090
C13 -1.569 2.688 -2.218  -0.318
N5 -0.721 2.308 -1.340  0.095
C14 0.188 3.304 -0.780  -0.206
C15 1.665 3.011 -1.210  -0.218
N6 2.051 3.723 -2.458  0.148
C16 2.935 4.632 -2.351  -0.353
N7 3.694 5.124 -1.226  -0.109
C17 2.977 5.803 -0.161  -0.077
C18 4.808 5.906 -1.777  -0.165
C19 4.794 5.614 -3.267  -0.196
N8 3.434 5.310 -3.473  -0.136
C20 3.036 4.854 -4.813  -0.060
H3 -2.758 5.866 -2.145  0.079
H4 -1.932 4.945 -0.893  0.067
H5 -3.544 4.338 -1.608  0.104
H6 -1.588 4.281 -4.755  0.093
H7 -3.141 4.729 -4.140  0.114
H8 -2.219 2.096 -5.063  0.121
H9 -3.809 2.458 -4.476  0.118
H10 -3.519 0.179 -3.237  0.107
H11 -2.232 0.092 -2.008  0.031
H12 -1.815 0.004 -3.672  0.036
H13 0.204 3.159 0.248  0.050
H14 -0.097 4.331 -1.042  0.093
H15 1.724 1.956 -1.511  -0.001
H16 2.354 3.196 -0.390  0.083
H17 2.242 5.152 0.374  0.091
H18 2.426 6.689 -0.514  0.083
H19 3.666 6.223 0.604  0.090
H20 5.796 5.621 -1.294  0.131
H21 4.602 6.985 -1.554  0.116
H22 5.386 4.767 -3.497  0.105
H23 5.200 6.511 -3.727  0.117
H24 3.435 5.525 -5.620  0.087
H25 1.898 4.888 -4.878  0.096
H26 3.282 3.797 -4.945  0.079
Br1 -1.477 -0.913 1.054  -0.108
N9 2.091 1.757 2.321  -0.112
C21 1.410 1.270 1.498  -0.378
F1 2.144 0.325 -4.025  0.076
B1 0.999 0.466 -3.317  -0.777
F2 0.175 1.110 -4.164  0.094
C22 -0.247 -6.144 3.251  -0.041
C23 0.600 -4.951 3.508  -0.256
C24 0.121 -3.723 3.940  -0.002
C25 0.955 -2.696 4.382  -0.182
C26 0.307 -1.369 4.760  -0.048
C27 2.363 -2.855 4.221  -0.109
C28 3.236 -1.694 4.376  -0.197
O1 4.339 -1.519 3.865  0.004
C29 2.905 -4.107 3.818  -0.187
C30 4.376 -4.404 3.771  -0.045
C31 1.978 -5.096 3.494  -0.027
H27 0.349 -7.050 3.338  0.076
H28 -0.649 -6.116 2.218  0.074
H29 -1.112 -6.222 3.915  0.082
H30 -0.938 -3.523 3.974  0.110
H31 -0.781 -1.455 4.870  0.077
H32 0.465 -0.756 3.862  0.070
H33 0.782 -0.918 5.629  0.067
H34 2.770 -0.852 4.988  0.128
H35 4.780 -4.264 2.754  0.094
H36 4.514 -5.473 4.033  0.083
H37 4.929 -3.713 4.407  0.066
H38 2.346 -6.031 3.226  0.092
C32 -4.976 -3.166 2.248  -0.205
Ge1 -5.977 -1.491 1.991  0.701
C33 -6.146 -0.734 3.759  -0.241
C34 -7.630 -1.887 1.112  -0.237
C35 -4.884 -0.335 0.880  -0.681
Se1 -5.056 1.526 1.295  0.835
C36 -6.965 1.728 0.975  -0.446
H39 -5.654 -3.885 2.686  0.005
H40 -4.159 -2.933 2.916  0.012
H41 -4.573 -3.509 1.302  0.024
H42 -6.170 -1.603 4.439  0.017
H43 -7.069 -0.118 3.905  0.027
H44 -5.351 -0.140 4.145  0.001
H45 -8.021 -2.707 1.729  0.013
H46 -7.520 -2.208 0.049  0.041
H47 -8.403 -1.135 1.043  0.000
H48 -5.021 -0.488 -0.164  0.006
H49 -3.818 -0.518 1.074  -0.157
H50 -7.593 1.295 1.758  0.003
H51 -7.190 1.189 0.054  0.018
H52 -7.123 2.764 0.899  -0.023
N10 8.264 1.650 0.823  0.142
C37 7.165 1.351 0.626  -0.188
C38 5.874 0.892 0.258  -0.224
C39 5.361 1.314 -0.983  -0.003
C40 4.107 0.880 -1.341  -0.112
N11 3.394 0.065 -0.541  0.010
C41 3.902 -0.321 0.622  -0.173
C42 5.139 0.057 1.081  0.016
H53 5.932 2.036 -1.605  0.124
H54 3.637 1.250 -2.270  0.107
H55 3.265 -0.936 1.211  0.063
H56 5.556 -0.356 2.018  0.124